(1)
Density functional theory data (ωB97M-V/def2-TZVPD) for a 3-piece molecular cluster, C13H21NO2 overall in a non-equilibrium geometry.

CARTESIAN COORDINATES (ANGSTROEM)
C: -16.735 2.671 27.433
C: -17.216 2.356 26.169
C: -17.340 3.386 25.238
N: -17.014 4.645 25.481
C: -16.500 4.917 26.674
C: -16.352 3.982 27.692
H: -16.585 1.896 28.174
H: -17.624 1.375 25.965
H: -17.705 3.146 24.244
H: -16.225 5.947 26.879
H: -15.874 4.214 28.634
C: -12.195 6.595 28.959
C: -12.391 6.618 30.478
C: -12.958 5.234 30.749
O: -13.856 5.018 29.649
C: -13.264 5.582 28.476
H: -11.226 6.167 28.707
H: -12.302 7.581 28.513
H: -13.085 7.380 30.826
H: -11.419 6.782 30.951
H: -13.573 5.196 31.643
H: -12.180 4.463 30.747
H: -14.062 6.011 27.874
H: -12.799 4.763 27.917
C: -8.510 5.658 31.258
C: -8.125 7.101 30.950
C: -8.061 7.758 32.328
O: -7.680 6.713 33.219
C: -8.368 5.539 32.784
H: -7.870 4.926 30.762
H: -9.523 5.337 31.000
H: -8.836 7.601 30.289
H: -7.154 7.132 30.458
H: -9.044 8.135 32.634
H: -7.293 8.525 32.380
H: -9.343 5.510 33.286
H: -7.769 4.698 33.128

The calculation puts the gap between HOMO and LUMO at 10.32 eV. As for the charge: 0. The SMILES is c1ccncc1.C1CCOC1.C1CCOC1. For the relative energy (zero: lowest compared OMol25 entry of this formula, charge and spin), the calculation gives 44.4 kcal per mole. The energy comes out at -713.1355 Ha. The calculation puts the strongest force on any atom at 1.15 eV/Å. The LUMO energy comes out at 0.77 eV.


(2)
Density functional theory data (ωB97M-V/def2-TZVPD) for one molecule with the formula C13H21NO2.

CARTESIAN COORDINATES (ANGSTROEM)
C: -5.124 -2.037 0.646
C: -5.441 -0.895 -0.316
O: -4.947 0.349 0.131
C: -3.613 0.627 0.026
C: -2.662 -0.162 -0.602
C: -1.334 0.240 -0.662
C: -0.931 1.439 -0.094
O: 0.336 1.950 -0.108
C: 1.396 1.184 -0.635
C: 1.859 0.083 0.324
C: 3.057 -0.713 -0.210
N: 4.296 -0.380 0.475
C: 5.328 -1.355 0.190
C: 4.757 0.959 0.175
C: -1.892 2.234 0.537
C: -3.206 1.836 0.596
H: -4.050 -2.176 0.743
H: -5.530 -1.812 1.629
H: -5.569 -2.959 0.281
H: -6.523 -0.751 -0.374
H: -5.071 -1.121 -1.325
H: -2.926 -1.102 -1.062
H: -0.633 -0.407 -1.165
H: 1.122 0.754 -1.608
H: 2.198 1.908 -0.801
H: 1.020 -0.591 0.507
H: 2.127 0.530 1.282
H: 2.881 -1.778 -0.038
H: 3.148 -0.564 -1.303
H: 6.219 -1.105 0.764
H: 4.987 -2.343 0.497
H: 5.599 -1.393 -0.877
H: 5.684 1.141 0.715
H: 4.943 1.111 -0.901
H: 4.021 1.685 0.511
H: -1.576 3.167 0.974
H: -3.949 2.449 1.080

The calculation puts the gap between HOMO and LUMO at 8.68 eV. As for the charge: 0. The SMILES is CCOc1ccc(OCCCN(C)C)cc1. For the relative energy (zero: lowest compared OMol25 entry of this formula, charge and spin), the calculation gives 36.2 kcal per mole. The energy comes out at -713.1487 Ha. The calculation puts the strongest force on any atom at 0.47 eV/Å. The LUMO energy comes out at 0.89 eV.


(3)
Density functional theory data (ωB97M-V/def2-TZVPD) for C13H22BI3NO3S as an isolated structure in a non-equilibrium geometry.

CARTESIAN COORDINATES (ANGSTROEM)
C: 3.299 -1.083 1.651
O: 3.693 -0.290 0.530
C: 3.419 1.101 0.730
C: 1.879 1.477 0.739
C: 1.409 2.403 -0.452
C: 0.127 1.859 -1.221
C: -1.128 1.681 -0.286
C: -2.344 0.911 -0.933
S: -2.083 0.171 -2.637
C: -1.452 -1.365 -1.835
C: -0.498 -2.250 -2.658
I: -1.464 -3.485 -4.182
C: 0.883 -2.300 -2.515
C: 1.607 -1.446 -1.427
I: 2.026 -3.579 -3.838
N: -1.925 -1.550 -0.607
I: -1.408 -3.187 0.527
C: -2.872 -0.421 -0.284
C: -3.601 -0.403 1.117
B: -2.661 -0.069 2.384
O: -2.658 1.288 2.870
O: -1.857 -0.996 3.102
H: 2.852 -2.036 1.233
H: 4.145 -1.396 2.317
H: 2.505 -0.624 2.297
H: 3.956 1.701 -0.054
H: 3.845 1.369 1.745
H: 1.293 0.508 0.780
H: 1.672 2.002 1.711
H: 2.243 2.642 -1.176
H: 1.101 3.406 -0.027
H: 0.424 0.877 -1.673
H: -0.086 2.561 -2.080
H: -0.769 1.258 0.688
H: -1.502 2.723 -0.051
H: -3.249 1.567 -0.986
H: 2.467 -2.019 -0.985
H: 2.070 -0.554 -1.946
H: 0.902 -1.049 -0.647
H: -3.729 -0.688 -0.982
H: -4.079 -1.413 1.259
H: -4.434 0.348 1.045
H: -1.739 1.592 2.817
H: -2.280 -1.242 3.942

The calculation puts the gap between HOMO and LUMO at 7.37 eV. As for the charge: +1. For the relative energy (zero: lowest compared OMol25 entry of this formula, charge and spin), the calculation gives 46.6 kcal per mole. The energy comes out at -2104.8590 Ha. The calculation puts the strongest force on any atom at 2.61 eV/Å. The LUMO energy comes out at -4.59 eV.


(4)
Density functional theory data (ωB97M-V/def2-TZVPD) for C13H22BrF3NNaO3S as an isolated structure in a non-equilibrium geometry.

CARTESIAN COORDINATES (ANGSTROEM)
C: 2.311 2.180 1.981
C: 1.163 1.492 1.217
C: 1.711 0.585 0.111
Br: 2.506 1.710 -1.261
C: 0.751 -0.512 -0.448
S: 1.847 -1.880 -0.988
O: 3.049 -1.332 -1.558
O: 1.077 -2.900 -1.640
C: 2.457 -2.714 0.581
F: 1.508 -3.275 1.304
F: 3.103 -1.837 1.373
F: 3.299 -3.626 0.196
C: -0.227 -1.110 0.590
C: -1.678 -0.558 0.570
C: -2.609 -1.572 -0.117
C: -2.161 -0.359 2.007
N: -1.750 0.743 -0.143
O: -1.684 1.794 0.580
C: -1.213 0.827 -1.534
C: -0.820 2.272 -1.837
C: -2.325 0.464 -2.541
C: -0.059 -0.189 -1.715
H: 2.536 1.624 2.890
H: 3.199 2.308 1.362
H: 1.993 3.167 2.318
H: 0.557 0.921 1.914
H: 0.542 2.271 0.781
H: 2.585 0.073 0.505
H: -0.317 -2.172 0.364
H: 0.193 -1.061 1.595
H: -2.827 -2.382 0.577
H: -3.557 -1.088 -0.360
H: -2.188 -1.987 -1.031
H: -1.468 0.253 2.585
H: -2.217 -1.339 2.487
H: -3.146 0.104 2.028
H: -1.716 2.884 -1.920
H: -0.153 2.707 -1.101
H: -0.311 2.281 -2.802
H: -2.586 -0.591 -2.519
H: -1.982 0.692 -3.552
H: -3.211 1.065 -2.335
H: 0.582 0.128 -2.539
H: -0.495 -1.142 -2.022
Na: 3.733 1.081 4.047

The calculation puts the gap between HOMO and LUMO (spin up / spin down) at 5.62 / 7.11 eV. As for the charge: +1. Its expectation value of S² is 0.754. The energy comes out at -4222.8094 Ha. The calculation puts the strongest force on any atom at 1.17 eV/Å. The LUMO energy (spin up / spin down) comes out at -5.02 / -5.03 eV. As for the multiplicity: 2.


(5)
Density functional theory data (ωB97M-V/def2-TZVPD) for C13H22FeN6S2 as an isolated structure in a non-equilibrium geometry.

CARTESIAN COORDINATES (ANGSTROEM)
Fe: 0.152 0.940 -0.457
N: 0.461 1.505 -2.466
N: -0.274 2.688 -2.751
C: -0.959 3.337 -1.777
N: -1.767 4.316 -2.194
S: -0.769 2.995 -0.133
H: 1.444 1.648 -2.719
H: 0.074 0.730 -3.015
H: -0.422 2.922 -3.733
H: -1.773 4.642 -3.147
H: -2.194 4.905 -1.497
C: 1.464 -0.470 3.293
C: 2.615 0.203 2.617
C: 3.848 0.315 3.237
C: 4.897 0.961 2.607
C: 4.717 1.506 1.349
C: 3.501 1.409 0.690
C: 3.325 2.014 -0.669
C: 2.443 0.748 1.322
N: 1.240 0.600 0.737
H: 1.764 -0.866 4.259
H: 1.071 -1.286 2.687
H: 0.641 0.229 3.443
H: 3.985 -0.102 4.223
H: 5.855 1.039 3.097
H: 5.539 2.017 0.865
H: 4.264 2.429 -1.027
H: 2.575 2.818 -0.662
H: 2.991 1.246 -1.391
S: -1.557 -0.539 -1.396
C: -2.466 -1.866 -0.814
N: -2.163 -3.098 -1.206
C: -2.907 -4.281 -0.808
C: -4.348 -3.882 -0.519
C: -4.358 -2.744 0.492
N: -3.498 -1.678 0.007
H: -1.357 -3.180 -1.809
H: -2.443 -4.726 0.079
H: -2.847 -5.007 -1.620
H: -4.900 -4.734 -0.127
H: -4.831 -3.559 -1.443
H: -4.004 -3.088 1.470
H: -5.362 -2.335 0.622
H: -3.666 -0.723 0.285

The calculation puts the gap between HOMO and LUMO (spin up / spin down) at 7.19 / 7.32 eV. As for the charge: +1. Its expectation value of S² is 0.889. The energy comes out at -2896.9443 Ha. The calculation puts the strongest force on any atom at 2.07 eV/Å. The LUMO energy (spin up / spin down) comes out at -2.62 / -2.83 eV. As for the multiplicity: 2.